(1)
ORCA calculation (ωB97M-V/def2-TZVPD) on the ion C11H12N3 with charge +1 in a non-equilibrium geometry.

```
26
Properties=species:S:1:pos:R:3:forces:R:3
H -4.5305 0.2935 -0.2050 -0.55 -2.15 0.49
C -4.5268 -0.8170 0.1344 0.30 0.88 1.09
H 4.7189 -1.7810 0.1390 -0.14 -1.36 -0.07
N 0.0660 0.5862 -0.0548 -1.75 1.17 -1.17
H -0.4101 3.6101 0.1418 0.40 2.21 1.16
H -3.2107 -2.3367 0.0824 0.80 -0.29 -0.37
C 3.7016 -1.4570 0.0013 2.24 1.65 -0.37
C -1.1121 2.8689 -0.0693 2.43 -2.06 -3.24
C 2.4843 0.6370 -0.1096 0.84 -0.02 0.67
H 3.3560 2.3708 0.3731 0.56 -0.11 -0.31
C 1.3135 -1.5351 -0.0558 1.72 3.29 -0.44
C 1.2656 -0.1190 -0.1434 1.48 -1.35 0.33
H 2.6863 -3.1888 0.0127 -0.59 -1.99 0.18
H -5.1256 -1.5427 -0.4215 -1.15 1.05 0.32
C 2.5314 -2.1649 -0.0194 -0.04 0.32 0.15
C 3.7118 -0.1196 -0.1552 0.55 3.05 0.31
H 4.6356 0.5749 -0.1028 -1.35 -1.71 -0.16
N 2.4778 1.8863 0.2863 -2.06 -0.05 -0.34
H 0.4385 -2.0289 0.0378 -2.62 -1.75 0.06
H -1.4457 3.0714 -1.0853 -0.87 0.47 0.10
C -0.0850 1.8638 -0.3831 1.21 -2.01 0.88
C -1.0867 -0.1833 0.1320 -0.22 0.85 -0.12
H -1.7699 2.4834 0.6136 -1.94 -0.26 1.85
N -3.2156 -1.3874 -0.2569 -2.03 -0.53 0.52
H -4.7224 -0.8994 1.3161 0.50 0.27 -2.68
C -2.1461 -0.6857 -0.2082 2.30 0.43 1.14
```
Positions in Å, forces in eV/Å.

Summary:
LUMO level (alpha / beta) (hartree): -0.1927 / -0.1886
Charge: +1
ΔE to the lowest compared entry with this formula, charge and spin (eV): 8.902

---

(2)
ORCA calculation (ωB97M-V/def2-TZVPD) on a structure of composition C4H6N2 in a non-equilibrium geometry.

```
12
Properties=species:S:1:pos:R:3:forces:R:3
C -1.7307 -0.6984 -0.8986 -0.61 -0.51 -0.52
C 0.9361 0.8606 0.4667 0.56 0.24 0.45
N 0.0420 1.0647 -0.6703 0.09 0.39 -0.08
H -1.2680 0.4866 0.8101 -0.34 0.24 -0.44
C 0.2874 -0.4501 0.8161 0.33 -0.32 0.11
H 1.9997 0.9069 0.2273 -0.11 -0.04 0.04
H 0.1653 -0.9461 1.7799 0.04 0.06 -0.20
H 1.0998 -1.0692 -0.8291 0.04 0.26 -0.49
C -0.7737 0.0624 -0.1107 -0.89 -0.38 0.66
N -2.4881 -1.3153 -1.5152 0.69 0.55 0.57
H 0.9818 -0.4841 -1.3540 0.24 -0.52 0.10
H 0.7484 1.5821 1.2776 -0.04 0.03 -0.20
```
Positions in Å, forces in eV/Å.

Summary:
LUMO level (alpha / beta) (hartree): -0.0363 / -0.0250
ΔE to the lowest compared entry with this formula, charge and spin (eV): 6.723

---

(3)
ORCA calculation (ωB97M-V/def2-TZVPD) on a structure of composition C37H35CoN6O2S4.

```
85
Properties=species:S:1:pos:R:3:forces:R:3
H -2.6550 -2.5663 2.4656 0.00 0.00 0.00
H 1.2282 1.8873 -5.8354 0.00 0.00 0.00
H -3.2824 -1.8356 -2.3740 0.00 0.00 0.00
C 4.7313 1.5951 1.7473 0.05 0.11 -0.04
C -2.8467 2.7809 -0.9822 0.02 -0.02 0.00
H 2.2740 -2.7329 -3.5522 0.01 0.01 0.00
H -3.2284 -3.0893 -1.1239 0.00 0.00 0.00
O -0.2605 3.3462 1.3991 0.00 0.03 -0.01
N 3.0328 -0.8907 -0.8522 0.12 -0.07 -0.01
C -4.0739 5.1704 -0.2970 0.00 -0.01 0.00
C -2.7239 4.9917 -0.0446 0.00 0.01 0.00
C 4.2332 -1.9436 -3.1330 0.01 -0.01 -0.03
H 4.6967 -2.3595 -4.0192 0.00 0.00 0.00
C 5.2375 2.6120 0.9570 -0.16 -0.07 -0.01
C 0.9859 -3.9657 3.8684 0.02 -0.03 0.04
C 0.1068 -2.2412 2.4475 0.06 0.02 0.01
C 0.1720 3.0771 -4.3610 -0.02 0.02 0.01
C 4.3137 -0.6762 -1.1191 0.01 0.00 0.02
H -2.2143 -3.5017 4.7967 0.00 0.00 0.00
S -0.3797 3.6009 -0.0176 0.04 0.01 -0.02
C -2.1147 3.7903 -0.3809 0.01 -0.01 0.01
H 2.0441 0.2952 -4.1030 -0.01 0.01 0.00
C 4.4124 3.1624 -0.0272 0.10 -0.01 0.07
H -0.3488 -6.1999 2.9305 0.01 0.00 0.01
H 4.7937 3.9590 -0.6572 0.01 0.00 0.01
Co 0.7474 0.9265 0.6029 0.09 -0.06 0.01
H -0.7366 4.0338 -2.6839 0.01 0.00 0.00
H 0.8619 -4.9127 4.3798 0.00 0.00 -0.01
C 2.1834 -3.2968 4.0054 0.04 0.01 0.02
H 6.2473 2.9740 1.1029 0.01 0.01 -0.01
H 2.5118 3.2060 -0.9688 0.01 -0.02 0.01
C 0.3732 2.2564 -2.1114 0.00 -0.05 0.00
C -1.3574 -4.2569 2.9489 0.00 -0.02 -0.02
H -2.1340 5.7804 0.4045 0.00 0.00 0.00
H 2.9825 -3.7120 4.6067 0.00 0.00 -0.01
C -4.8299 4.1615 -0.8907 0.02 0.00 0.00
H -1.9652 -6.2066 2.2159 0.00 0.00 0.00
C -3.7380 -2.1854 -1.4512 -0.01 0.01 -0.02
C 4.9625 -1.1747 -2.2437 0.02 0.05 0.04
H -6.6319 3.7938 -2.0126 0.00 0.00 0.00
C 1.4141 1.1389 -3.8281 0.01 0.01 -0.01
C 2.5581 1.6910 0.5622 -0.02 -0.03 -0.08
C 2.3432 -2.0836 3.3443 -0.06 -0.01 -0.01
C 2.3231 -1.5944 -1.7313 -0.21 0.02 0.03
H -2.9043 -5.0391 4.2533 0.00 0.00 0.00
H -1.3053 -5.0020 5.0058 -0.01 0.00 0.00
H 0.3458 -2.4605 -2.1600 0.02 -0.02 -0.01
C -4.1969 2.9730 -1.2353 -0.02 0.00 0.01
C 3.4230 1.1591 1.5317 0.05 -0.03 0.05
H -0.6660 -1.7954 1.8463 -0.03 0.00 -0.01
H -6.5572 5.3954 -1.2674 0.00 0.00 0.00
H -0.2114 3.8039 -5.0679 0.00 0.00 0.00
N 0.1107 2.2702 -0.7550 0.01 0.03 0.07
H 6.0108 -0.9622 -2.4065 0.00 0.01 0.00
C -0.1320 3.2080 -3.0254 0.02 0.00 -0.02
C 2.8537 0.0184 2.2156 -0.11 -0.10 0.04
H -6.8834 3.9730 -0.2796 0.00 0.00 0.00
O 0.2421 4.8022 -0.5302 -0.03 0.01 0.00
H -3.2835 -4.1460 1.9896 0.00 0.00 0.00
C 2.8916 -2.1561 -2.8745 -0.09 -0.05 -0.02
N 0.1899 -1.0103 -0.7367 0.03 -0.12 -0.13
N 1.1368 1.2416 -2.5329 0.00 0.03 0.00
S -1.5236 0.4784 1.2134 -0.02 -0.02 -0.05
H -1.9915 -3.3830 1.0532 0.00 -0.01 0.00
S 3.7368 -1.0563 3.2595 -0.01 0.04 -0.03
H -4.7963 -2.3943 -1.6114 0.00 0.00 0.00
N 1.6206 -0.3290 1.9724 0.04 0.04 -0.02
C -0.0624 -3.4568 3.0831 -0.04 0.02 0.01
H -0.6054 -5.4962 1.3309 0.00 0.00 0.00
H -4.7650 2.1739 -1.6978 0.00 0.00 0.00
C -1.0467 -5.6234 2.3212 0.00 0.01 0.01
C -6.3049 4.3433 -1.1294 -0.01 0.00 0.00
S -3.6680 -0.9103 -0.1798 0.04 0.01 0.00
H 4.8515 -0.0663 -0.3993 0.00 -0.01 0.01
C 3.1099 2.7206 -0.2071 -0.06 0.10 -0.07
C -1.9248 -0.6253 -0.0223 -0.08 -0.03 0.08
C -1.9790 -4.4633 4.3371 0.01 0.00 0.00
C -2.3760 -3.5414 2.0633 -0.02 0.01 -0.01
C 0.8716 -1.7443 -1.5279 0.04 0.20 0.16
H -2.3626 1.8510 -1.2470 0.00 0.00 0.01
C 1.3069 -1.5413 2.5806 0.00 0.03 -0.04
C 0.9662 2.0196 -4.7943 0.01 -0.01 0.00
H -4.5489 6.1087 -0.0322 0.00 0.00 0.00
N -1.1688 -1.2876 -0.8424 0.08 -0.05 -0.03
H 5.3465 1.1453 2.5211 0.00 -0.01 0.00
```
Positions in Å, forces in eV/Å.

Summary:
LUMO level (alpha / beta) (hartree): 0.0888 / 0.0888
Charge: -1
ΔE to the lowest compared entry with this formula, charge and spin (eV): 0.251
2S+1: 2

---

(4)
ORCA calculation (ωB97M-V/def2-TZVPD) on a cluster of 3 separate species, C7H19Br4O3PS in total in a non-equilibrium geometry.

```
35
Properties=species:S:1:pos:R:3:forces:R:3
H 2.6619 2.7802 -3.1017 -0.29 -0.11 0.00
O -2.4209 -4.2531 -0.5136 2.91 -0.83 0.27
H 0.7576 -4.5530 -0.6763 -1.26 -0.80 2.19
H 1.2043 3.4820 -3.8511 0.05 -0.19 0.09
H -1.0066 -2.7259 1.8486 2.35 -0.15 -0.20
S -1.4836 -5.4281 0.3093 -2.24 -7.40 1.50
H 2.2849 -1.8761 0.9368 -0.62 -0.05 -0.01
H 0.4736 -2.3499 2.9534 -0.57 -0.81 -2.19
Br -1.7146 7.9807 2.8514 0.12 -0.05 -0.08
C 0.8425 -4.2076 1.6837 -0.53 0.52 0.71
C 0.3699 -5.0282 0.3437 2.08 0.05 0.37
H 0.0856 -1.8863 -0.4035 0.18 0.17 -0.05
H -2.7994 5.8042 1.1783 0.30 0.12 -0.01
H -1.5092 7.9439 0.3888 0.04 -0.19 0.10
C -1.1448 7.2371 1.1396 -0.16 0.25 0.01
H 1.5000 -0.3959 -0.2454 -0.51 -0.75 1.36
Br 0.9989 3.5188 -1.3885 0.09 -0.08 -0.01
H -1.6107 5.5572 -0.1265 0.01 0.11 0.15
C 1.5687 2.7752 -3.1003 -0.16 0.27 0.00
H 2.0190 -4.0782 1.6602 -2.35 -0.38 -0.17
H -1.8628 -3.9884 -1.3199 -1.10 -0.56 1.41
Br -0.8101 4.5120 1.9649 -0.11 0.06 -0.03
H -0.0859 1.3422 -3.0616 0.30 0.10 0.00
H 0.5784 -4.8058 2.6822 0.54 0.99 -2.52
O -1.5899 -6.7861 -0.4889 0.70 5.66 1.87
H 1.1028 1.0953 -4.3664 -0.03 0.16 0.14
C 0.1796 -2.7185 1.8566 -0.13 -0.73 1.77
Br 1.9034 0.0501 -2.2750 0.04 0.53 -1.26
C -1.7401 5.8669 0.9143 0.12 -0.20 -0.16
C 0.9734 1.4050 -3.3256 0.19 -0.19 -0.42
O -2.0043 -5.7287 1.7490 1.87 2.82 -4.99
P 0.9254 -1.3851 0.6713 0.20 0.27 0.86
H 0.9102 -6.0911 0.4019 -1.79 2.11 -0.23
H -0.0516 7.2421 1.1382 -0.29 -0.12 0.00
H 0.4945 -0.3069 1.5722 0.06 -0.62 -0.43
```
Positions in Å, forces in eV/Å.

Summary:
LUMO level (hartree): -0.0014
Structure (SMILES): O=S(=O)(O)CCC[PH4].BrCCBr.BrCCBr

---

(5)
ORCA calculation (ωB97M-V/def2-TZVPD) on a structure of composition C38H29Cl2N10O3PSr in a non-equilibrium geometry.

```
84
Properties=species:S:1:pos:R:3:forces:R:3
N -2.1062 1.1710 1.3472 -0.53 0.05 0.15
O 2.0395 0.0130 -3.5253 0.07 -0.06 -0.02
C -2.9062 2.3933 -0.6918 0.06 -0.19 0.02
H -5.1467 2.4020 0.7247 0.00 0.00 0.02
H -1.0191 2.7494 3.4770 0.01 0.02 -0.01
H -3.0531 -1.4855 0.3305 0.02 0.00 -0.01
N 0.9669 4.5313 1.7755 -0.10 -0.42 -0.10
N 1.1724 6.5174 2.9922 -0.10 -0.34 0.06
C -4.6214 1.2677 2.4981 -0.05 -0.01 0.05
P -0.3128 -1.8184 0.8296 0.01 -0.12 0.05
H -4.4055 -0.9652 -1.6473 0.01 0.01 -0.01
H 5.9162 1.3469 0.8784 0.01 -0.01 -0.03
H 2.0456 6.5551 2.4767 0.02 0.11 0.04
H -3.3303 -0.7487 -3.8729 0.01 0.00 0.01
C -0.8705 -5.0257 3.2622 -0.02 -0.04 -0.04
N 0.2793 3.4035 1.9112 0.11 0.45 0.13
N -1.7416 2.0504 -1.2581 -0.70 0.26 -0.87
C 4.2431 0.3000 -1.8708 0.03 -0.01 -0.01
C -0.5956 -1.4789 -2.0077 -0.02 0.01 -0.05
Sr 0.0933 1.4691 0.0555 1.08 -0.58 1.93
C 0.0409 1.8656 -4.4933 0.04 -0.09 -0.04
C -3.1138 1.7976 0.7224 0.28 0.02 -0.24
C -0.8822 -3.4558 1.4241 0.05 0.01 0.03
H 4.3351 -0.1721 -2.8387 0.01 0.00 0.01
Cl -3.4146 3.2285 -6.0094 0.08 -0.03 0.03
C 5.1037 1.1404 0.1941 0.02 -0.01 -0.01
H 4.6525 -1.8175 1.3202 0.01 -0.02 -0.02
C 1.4204 -2.2665 0.3725 -0.05 0.05 0.00
N 2.7697 1.3173 -0.2915 0.16 0.11 -0.17
C -1.1909 -1.6122 -0.7546 0.03 0.03 -0.09
C -0.5130 -3.7997 2.7249 -0.01 -0.03 0.05
C -2.3465 0.5879 2.5284 0.11 0.10 -0.12
C -0.3696 3.5073 3.0751 -0.07 0.01 0.07
H 6.3081 0.1786 -1.3058 0.00 0.00 0.00
H 3.0811 -4.3512 -1.7437 0.00 0.01 0.01
C -3.3394 -1.1219 -1.7556 0.03 -0.04 -0.04
H 2.6082 0.6462 3.9208 -0.01 0.03 0.06
H 0.9994 1.5434 -4.8705 -0.01 0.01 0.01
H -2.5836 -6.2741 0.6238 0.00 0.00 0.01
C -2.0009 -5.5812 1.2175 0.03 0.05 -0.02
C -2.5745 -1.4176 -0.6423 0.00 0.02 -0.01
C -0.2100 1.8086 -3.1291 0.21 -0.08 0.30
C 5.3140 0.5017 -1.0217 0.06 -0.02 -0.03
C -2.1645 2.6862 -4.9268 -0.06 0.03 -0.02
H -0.5717 -5.2810 4.2709 -0.01 0.00 0.00
H -1.5025 0.0815 2.9863 0.01 0.00 -0.02
C -0.9234 2.2968 -5.3921 0.03 -0.01 -0.05
H -1.9093 -6.8757 2.9260 0.00 0.01 0.00
C -4.3843 1.8754 1.2805 -0.03 0.01 0.00
Cl -0.5229 2.3274 -7.0850 -0.06 0.01 0.07
C 2.9873 0.7554 -1.4869 -0.35 0.10 -0.06
H 3.5961 1.9860 1.4707 -0.02 0.01 -0.02
N 0.7912 1.4537 -2.1820 0.01 0.17 -1.18
H 0.0620 -3.1000 3.3237 -0.02 0.01 -0.02
N 1.5641 0.0650 2.4047 0.17 0.28 0.17
O 1.7779 0.9141 3.4926 -0.06 -0.12 -0.23
H 0.4727 -1.5914 -2.1451 -0.04 0.04 0.02
C 2.5014 -0.7599 2.1803 -0.32 -0.28 -0.32
C -3.5834 0.6029 3.1407 -0.04 0.01 -0.02
C 2.9354 -3.6290 -0.9510 -0.02 0.01 0.00
C 1.6546 -3.2113 -0.6241 0.02 -0.05 0.02
C -1.4893 2.2135 -2.6464 -0.03 -0.09 0.38
C 2.5266 -1.7560 1.0760 0.05 0.24 0.21
H 5.0258 -3.4466 -0.4898 -0.01 0.00 0.00
C 3.8085 -2.2095 0.7644 0.03 -0.05 -0.08
C -2.4374 2.6537 -3.5664 -0.04 0.01 0.02
C -1.6318 -4.3548 0.6748 -0.02 -0.10 -0.02
H -3.4039 2.9741 -3.2120 0.02 -0.01 -0.01
C 3.8138 1.5132 0.5172 -0.15 -0.09 0.00
H -3.7253 0.1029 4.0893 -0.02 0.02 -0.01
H -0.8778 -1.0604 -4.0839 -0.01 0.01 0.00
H -1.9302 -4.1044 -0.3361 0.00 0.02 0.02
C -1.3686 -1.1813 -3.1272 0.01 0.01 0.06
C -1.6205 -5.9203 2.5073 0.02 0.05 0.01
H -5.6072 1.3034 2.9448 0.00 0.00 0.00
C 4.0201 -3.1256 -0.2513 0.00 0.03 0.03
N -0.1262 4.6620 3.6892 0.04 -0.12 -0.13
C 1.8409 0.6992 -2.5179 -0.05 0.19 0.01
C -2.7360 -1.0046 -3.0050 -0.01 0.02 0.05
O -3.8477 3.0552 -1.1294 -0.08 0.00 -0.05
H 1.3354 6.6381 3.9863 0.06 0.08 -0.03
N 0.6977 5.2169 2.8342 0.04 0.37 0.03
H 3.4015 -0.7344 2.8019 0.02 -0.07 0.04
H 0.8092 -3.6312 -1.1561 0.02 -0.02 0.03
```
Positions in Å, forces in eV/Å.

Summary:
LUMO level (hartree): -0.0125

---

(6)
ORCA calculation (ωB97M-V/def2-TZVPD) on a cluster of 3 separate species, C6H12O in total.

```
19
Properties=species:S:1:pos:R:3:forces:R:3
H -0.3262 1.8795 -0.6456 -0.13 -0.09 0.05
H -2.4136 0.3872 1.0450 0.11 0.07 -0.06
H -2.1893 1.1354 -2.3231 0.09 -0.09 0.09
C -1.6893 0.4443 -1.6337 -0.03 -0.05 -0.02
H -0.8894 -0.0489 -2.1983 -0.11 0.07 0.09
H 2.0954 -2.5409 -0.0069 -0.05 0.16 0.00
C -1.5969 1.0640 0.7987 0.04 0.06 -0.16
C 1.6060 -1.5681 0.0507 0.27 -0.28 -0.09
O 0.3756 -1.7522 0.7009 -0.20 0.22 -0.04
H 0.4740 0.3277 3.0857 0.05 -0.03 0.01
H 2.9747 0.3404 0.7975 -0.09 -0.09 -0.11
H 1.5921 -0.1741 -1.9816 0.07 -0.06 0.16
C -1.1446 1.1857 -0.4483 -0.09 0.02 0.19
H -0.1154 -0.9167 0.6520 0.02 -0.12 0.00
H 0.6320 -0.2450 2.6371 0.00 0.04 0.12
C 1.8150 -0.5289 -0.9845 0.09 0.09 0.16
H -1.1770 1.6433 1.6163 -0.05 -0.09 -0.15
H -2.4111 -0.3196 -1.3292 0.09 0.12 -0.03
C 2.3881 -0.3132 0.1674 -0.08 0.05 -0.18
```
Positions in Å, forces in eV/Å.

Summary:
LUMO level (hartree): 0.0419
ΔE to the lowest compared entry with this formula, charge and spin (eV): 4.608
Structure (SMILES): OC1C=C1.[H][H].C=CC